--- one ---
{
  "formula": "C3H6N4",
  "method": "ωB97M-V with the def2-TZVPD basis set",
  "species": ["N", "N", "H", "C", "N", "H", "H", "H", "H", "C", "N", "H", "C"],
  "positions_angstrom": [[-0.787, 1.231, 0.020], [-2.275, -0.609, -0.247], [-3.053, -0.022, -0.413], [0.687, 1.254, 0.047], [2.353, -0.779, -0.153], [3.066, -0.049, -0.375], [0.892, 1.457, 1.118], [1.021, 2.073, -0.690], [-2.430, -1.203, 0.688], [-1.048, 0.001, 0.013], [0.056, -0.840, 0.315], [-0.033, -1.779, -0.001], [1.214, -0.170, -0.038]],
  "smiles": "[H]/N=C1\\CN=C(N)N1",
  "homo_lumo_gap_ev": 10.006,
  "multiplicity": 1,
  "lumo_ev": 0.7840,
  "total_charge": 0,
  "e_homo_ev": -9.2
}


--- two ---
{
  "formula": "C3H6N4",
  "method": "ωB97M-V with the def2-TZVPD basis set",
  "species": ["H", "N", "C", "C", "H", "H", "C", "H", "N", "N", "H", "H", "N"],
  "positions_angstrom": [[-2.535, -1.606, 0.488], [1.668, 1.059, -1.218], [0.109, 0.546, 0.315], [-1.493, -1.412, 0.185], [0.197, -0.171, -1.895], [-0.851, -0.250, 1.925], [1.892, 1.732, -0.162], [2.869, 2.386, -0.030], [0.692, 0.158, -0.902], [-1.049, -0.191, 0.846], [-1.314, -1.224, -0.893], [-0.918, -2.542, 0.644], [0.734, 1.514, 0.695]],
  "homo_lumo_gap_ev": 9.901,
  "multiplicity": 1,
  "lumo_ev": 0.7376,
  "total_charge": 0,
  "e_homo_ev": -9.2
}


--- three ---
{
  "formula": "C3H6N4",
  "method": "ωB97M-V with the def2-TZVPD basis set",
  "species": ["C", "H", "N", "H", "H", "H", "C", "C", "N", "H", "H", "N", "N"],
  "positions_angstrom": [[1.625, 0.706, 0.021], [0.905, -2.493, -0.139], [2.108, -0.601, 0.004], [-1.510, 1.323, -0.488], [-1.414, -2.050, 0.260], [-0.711, 2.671, 0.028], [1.021, -1.371, -0.140], [0.304, 0.735, -0.086], [-1.621, -1.051, -0.020], [-2.084, -0.505, 0.678], [2.239, 1.611, -0.017], [-0.090, -0.577, -0.165], [-0.772, 1.603, 0.064]],
  "smiles": "Nc1cncn1N",
  "homo_lumo_gap_ev": 8.754,
  "multiplicity": 1,
  "lumo_ev": 0.7505,
  "total_charge": 0,
  "e_homo_ev": -8.0
}


Relative stability in kcal/mol, measured from the most stable structure: one 0.0; two 57.0; three 37.7


--- one ---
{
  "formula": "C3H6N4",
  "method": "ωB97M-V with the def2-TZVPD basis set",
  "species": ["H", "C", "H", "N", "H", "H", "H", "H", "C", "N", "N", "N", "C"],
  "positions_angstrom": [[1.535, 2.437, -1.106], [0.618, 2.351, -0.477], [-2.720, -2.061, 1.698], [-2.548, 0.683, -0.178], [0.995, 2.979, 0.347], [-0.273, 2.670, -0.918], [-4.111, -1.524, 0.572], [-2.685, -2.056, -0.138], [0.336, 0.988, -0.032], [-2.434, -0.147, 0.665], [-2.365, 1.601, -0.847], [0.052, -0.130, 0.170], [-2.929, -1.463, 0.728]],
  "homo_lumo_gap_ev": 9.980,
  "multiplicity": 1,
  "lumo_ev": 0.8401,
  "total_charge": 0,
  "e_homo_ev": -9.1
}


--- two ---
{
  "formula": "C3H6N4",
  "method": "ωB97M-V with the def2-TZVPD basis set",
  "species": ["N", "H", "H", "H", "N", "N", "H", "C", "H", "C", "H", "N", "C"],
  "positions_angstrom": [[0.498, 0.687, -0.035], [-1.628, -0.900, 0.653], [-1.418, 1.326, -0.065], [-0.688, -2.305, 0.959], [2.465, 0.115, 0.750], [1.672, -0.841, 0.874], [-0.801, -1.761, -0.766], [0.471, -0.602, 0.403], [-0.690, 0.746, -1.624], [-0.542, 1.387, -0.704], [-0.288, 2.410, -0.906], [1.650, 1.238, 0.122], [-0.702, -1.499, 0.339]],
  "smiles": "Cc1nnnn1C",
  "homo_lumo_gap_ev": 9.943,
  "multiplicity": 1,
  "lumo_ev": 0.6214,
  "total_charge": 0,
  "e_homo_ev": -9.3
}


Relative stability in kcal/mol, measured from the most stable structure: one 26.9; two 0.0